C44H51BMoN4O2 as an isolated structure at a distorted geometry, computed with ωB97M-V with the def2-TZVPD basis set.

Last column: Mulliken charge in e.
Positions of all 103 atoms, in Å:
Mo 8.61 11.99 10.13  -2.64
C 5.84 14.73 9.85  -1.16
O 6.59 13.94 10.74  0.23
C 7.01 14.49 11.92  0.29
C 6.86 15.89 12.16  -0.95
C 7.39 16.45 13.37  -0.73
C 8.01 15.63 14.29  -0.78
C 8.19 14.24 13.98  -0.56
C 7.88 13.62 12.72  0.49
N 8.49 12.37 12.19  1.30
N 7.42 11.44 12.09  -0.94
C 7.72 10.04 12.13  0.63
C 7.43 9.09 11.14  0.55
O 7.02 9.50 9.88  -0.41
C 7.29 7.68 11.40  -0.61
C 7.64 7.12 12.58  -0.92
C 8.29 7.96 13.57  1.18
C 8.79 7.36 14.74  -1.07
C 9.47 8.13 15.67  -0.53
C 9.62 9.51 15.51  -0.71
C 9.07 10.14 14.41  -0.45
C 8.41 9.38 13.39  0.27
H 5.01 15.20 10.39  0.46
H 6.47 15.52 9.42  0.33
H 5.46 14.08 9.07  0.22
H 6.43 16.59 11.46  0.38
H 7.32 17.51 13.55  0.40
H 8.44 16.04 15.19  0.43
H 8.83 13.75 14.69  0.36
H 6.85 7.06 10.62  0.42
H 7.46 6.09 12.84  0.41
H 8.63 6.31 14.91  0.39
H 9.87 7.66 16.56  0.40
H 10.14 10.11 16.25  0.44
H 9.15 11.21 14.29  0.16
C 11.89 14.83 12.50  -1.17
C 12.32 15.84 11.45  0.64
C 13.83 15.74 11.17  -1.65
C 11.50 15.85 10.16  0.59
C 11.14 17.12 9.70  -1.24
C 10.39 17.29 8.55  -1.51
C 9.98 16.16 7.85  -0.61
C 10.38 14.88 8.25  1.05
C 9.84 13.68 7.50  1.23
C 9.93 13.85 5.93  -1.93
C 8.34 13.58 7.88  0.37
C 11.14 14.70 9.43  -1.34
N 11.58 13.39 9.86  0.76
B 10.78 12.31 10.31  3.97
N 11.62 11.17 10.39  0.88
C 12.89 11.54 9.91  -1.37
C 12.85 12.86 9.59  -1.16
C 11.23 9.82 10.71  -0.56
C 10.26 9.14 9.94  0.56
C 10.09 7.76 10.20  -0.08
C 10.71 7.11 11.27  -1.23
C 11.53 7.86 12.11  -0.48
C 11.79 9.20 11.86  0.62
C 12.67 9.93 12.87  0.24
C 12.44 11.43 13.12  -1.73
C 14.14 9.64 12.59  -1.56
C 9.42 9.84 8.84  2.34
C 10.14 9.63 7.48  -1.69
C 7.96 9.29 8.80  -1.62
H 12.41 15.07 13.44  0.65
H 12.16 13.81 12.25  -0.14
H 10.82 14.87 12.68  -0.02
H 12.16 16.83 11.88  0.75
H 14.13 14.73 10.89  0.32
H 14.39 16.01 12.07  0.43
H 14.13 16.43 10.38  0.37
H 11.43 17.98 10.29  0.46
H 10.11 18.28 8.22  0.40
H 9.40 16.28 6.96  0.38
H 10.42 12.80 7.77  -0.03
H 9.29 14.65 5.55  0.35
H 9.65 12.93 5.43  0.43
H 10.96 14.09 5.65  0.46
H 7.93 14.61 7.81  0.93
H 8.08 13.54 9.29  -0.14
H 6.97 13.02 6.36  0.48
H 13.71 10.84 9.84  0.69
H 13.62 13.51 9.21  0.91
H 9.39 7.15 9.63  0.39
H 10.52 6.07 11.48  0.39
H 11.93 7.42 13.02  0.46
H 12.45 9.44 13.82  0.76
H 12.95 12.07 12.40  0.16
H 12.84 11.66 14.12  0.50
H 11.38 11.68 13.10  0.23
H 14.50 10.18 11.73  0.24
H 14.33 8.57 12.45  0.38
H 14.74 9.93 13.46  0.42
H 9.65 11.22 8.65  -1.99
H 10.08 8.55 7.32  0.51
H 11.19 9.93 7.51  0.28
H 9.67 10.13 6.63  0.35
H 8.11 8.23 8.61  0.40
H 7.41 9.70 7.95  0.41
H 5.20 12.21 11.05  -0.09
C 7.42 12.55 7.25  -1.51
H 8.00 11.70 6.84  0.26
H 6.61 12.18 7.87  0.20

## Properties
⟨S²⟩   2.47
Electronic energy   -2169.43880 Ha
Frontier orbital gap (alpha / beta)   6.62 / 6.49 eV
E_HOMO (alpha / beta)   -6.953 / -6.397 eV
Spin multiplicity   3